[1]
DFT (ωB97M-V/def2-TZVPD) results for C3H7NO in the gas phase at a distorted geometry.

Highest occupied orbital energy   -9.6 eV
HOMO-LUMO gap   10.3637 eV
2S+1   1
Calculated total energy   -6759.1545 eV

The geometry in XYZ format:
```
12
C3H7NO | the OMol25 dataset | ωB97M-V/def2-TZVPD
C -1.2223 0.9485 0.2828
C -0.0302 0.2564 -0.2101
C 0.3913 -1.0164 0.4635
H -2.2423 0.5262 -0.1381
H -1.4024 0.8729 1.4012
H -1.1791 1.9561 -0.0430
H 1.1387 -0.8756 1.3073
H 0.7314 -1.5148 -0.5433
H -0.4586 -1.7656 0.9262
H 1.8802 -0.5332 -0.9202
N 0.5544 0.8442 -1.1666
O 1.8389 0.3012 -1.3596
```

[2]
DFT (ωB97M-V/def2-TZVPD) results for a molecular structure, C8H18N4O3Pt at a distorted geometry.

Highest occupied orbital energy   -7.7 eV
HOMO-LUMO gap   6.9754 eV
2S+1   1
Calculated total energy   -23936.7244 eV

The geometry in XYZ format:
```
34
C8H18N4O3Pt | the OMol25 dataset | ωB97M-V/def2-TZVPD
Pt -0.6362 1.0846 -0.3084
N -2.8960 1.7936 -0.4542
C -2.7953 3.2355 -0.7156
C -1.5369 3.8802 -0.1418
O -1.4883 5.0949 -0.0321
N -0.5738 3.0084 0.1985
C 0.7138 3.4915 0.5840
C 1.8286 2.8407 -0.3681
O 2.7824 3.5516 -0.6168
O 1.5810 1.6283 -0.6925
H -3.4428 1.3247 -1.1634
H -3.3167 1.6294 0.4519
H -3.6546 3.7919 -0.3389
H -2.7330 3.4021 -1.7920
H 1.0243 3.1144 1.5645
H 0.8010 4.5711 0.5213
C 2.0842 -2.7180 1.3845
C 0.9311 -2.6981 0.3857
C 1.3503 -3.3725 -0.9269
C -0.2870 -3.4178 0.9715
N 0.5858 -1.2769 0.2194
N -0.3447 -0.9638 -0.8285
H 2.3343 -3.7366 1.6751
H 1.8089 -2.1573 2.2771
H 2.9747 -2.2579 0.9535
H 1.7574 -4.3619 -0.7221
H 2.1188 -2.7930 -1.4419
H 0.5008 -3.5007 -1.6009
H -0.0149 -4.4235 1.2884
H -1.0908 -3.5066 0.2369
H -0.6676 -2.8674 1.8313
H 1.4204 -0.7155 0.0625
H -1.1653 -1.5460 -0.7057
H 0.0461 -1.1296 -1.7560
```

[3]
DFT (ωB97M-V/def2-TZVPD) results for a molecular structure, C52H60As3INOPSi2V.

Highest occupied orbital energy (alpha / beta)   -6.1 / -6.4 eV
Expectation value of S²   3.77
HOMO-LUMO gap (alpha / beta)   5.3469 / 5.5043 eV
2S+1   4
Calculated total energy   -299783.7089 eV

The geometry in XYZ format:
```
122
C52H60As3INOPSi2V | the OMol25 dataset | ωB97M-V/def2-TZVPD
V 0.5499 -0.1954 -0.1714
O 1.6790 -2.4146 1.3934
N 1.9297 -1.8430 0.1405
C 2.9329 -2.3326 -0.4717
C 3.4484 -1.9911 -1.8033
C 4.7584 -2.4264 -2.0182
C 5.3934 -2.2275 -3.2282
C 4.7026 -1.6050 -4.2559
C 3.3991 -1.1817 -4.0543
C 2.7433 -1.3542 -2.8374
P 0.9885 -0.7892 -2.6526
C 0.0850 -2.0815 -3.5664
C -0.8380 -2.8644 -2.8805
C -1.5182 -3.8894 -3.5260
C -1.2816 -4.1239 -4.8697
C -0.3723 -3.3372 -5.5705
C 0.3089 -2.3224 -4.9251
C 0.9864 0.6456 -3.7797
C -0.0493 0.8309 -4.6877
C -0.0665 1.9481 -5.5113
C 0.9421 2.8944 -5.4277
C 1.9631 2.7312 -4.5003
C 1.9806 1.6180 -3.6783
H 1.9699 -3.3415 1.3804
H 3.5080 -3.1050 0.0433
H 5.2843 -2.9267 -1.2138
H 6.4127 -2.5595 -3.3687
H 5.1746 -1.4491 -5.2167
H 2.8836 -0.6844 -4.8628
H -1.0600 -2.6762 -1.8365
H -2.2330 -4.4710 -2.9572
H -1.8130 -4.9168 -5.3807
H -0.1962 -3.5156 -6.6238
H 1.0026 -1.7088 -5.4860
H -0.8440 0.0980 -4.7661
H -0.8750 2.0758 -6.2193
H 0.9262 3.7641 -6.0708
H 2.7444 3.4750 -4.4143
H 2.7829 1.5042 -2.9574
C 0.7717 -0.5281 3.6773
C -0.7393 -0.6678 3.7013
As -1.4815 -1.8605 2.3552
C -0.9368 -3.5916 2.9947
C -1.0439 -3.8769 4.3516
C -0.6336 -5.1099 4.8395
C -0.1128 -6.0564 3.9708
C -0.0164 -5.7783 2.6142
C -0.4315 -4.5505 2.1223
C -3.3482 -1.6345 2.7084
C -3.8699 -0.3562 2.5368
C -5.2155 -0.1277 2.7824
C -6.0287 -1.1746 3.1926
C -5.5062 -2.4502 3.3465
C -4.1623 -2.6879 3.1006
As 1.2923 0.6835 2.2243
C 3.2310 0.6946 2.3814
C 3.9311 -0.4321 2.8032
C 5.3198 -0.4374 2.8009
C 6.0212 0.6793 2.3718
C 5.3297 1.8046 1.9458
C 3.9434 1.8113 1.9487
C 0.8219 2.3130 3.1726
C -0.3947 2.9354 2.9170
C -0.7838 4.0308 3.6778
C 0.0384 4.5098 4.6849
C 1.2536 3.8888 4.9426
C 1.6411 2.7892 4.1940
H 1.2535 -1.4966 3.5462
H 1.1324 -0.0794 4.6052
H -1.2525 0.2927 3.6010
H -1.0691 -1.0896 4.6526
H -1.4673 -3.1521 5.0367
H -0.7300 -5.3307 5.8941
H 0.2011 -7.0206 4.3488
H 0.3472 -6.5330 1.9292
H -0.4244 -4.3648 1.0563
H -3.2382 0.4574 2.1885
H -5.6285 0.8621 2.6375
H -7.0802 -0.9980 3.3771
H -6.1505 -3.2698 3.6350
H -3.7619 -3.6917 3.1647
H 3.3969 -1.3123 3.1363
H 5.8547 -1.3146 3.1418
H 7.1032 0.6754 2.3737
H 5.8703 2.6806 1.6117
H 3.4126 2.6967 1.6162
H -1.0226 2.5737 2.1064
H -1.7293 4.5165 3.4748
H -0.2657 5.3678 5.2700
H 1.8979 4.2589 5.7294
H 2.5887 2.3062 4.4035
I -3.2706 -4.4429 -0.0966
C -1.0158 -1.4966 0.5550
H -1.9863 -1.1987 0.1386
H -0.8956 -2.5257 0.1904
C -0.1996 4.8337 -2.5011
Si -0.4321 4.1089 -0.7807
C -1.7752 5.1463 0.0416
C 1.2295 4.3225 0.0942
As -0.9422 1.8576 -0.7199
Si -2.9742 1.6209 -1.8181
C -3.1982 -0.1319 -2.4531
C -4.4092 1.9751 -0.6510
C -3.1653 2.8293 -3.2506
H 0.2130 5.8435 -2.4176
H -1.1364 4.8973 -3.0536
H 0.4954 4.2254 -3.0767
H -1.4206 6.1535 0.2714
H -2.1368 4.6859 0.9606
H -2.6250 5.2375 -0.6384
H 1.2921 5.2820 0.6119
H 2.0316 4.2824 -0.6456
H 1.4021 3.5357 0.8283
H -3.4665 -0.8280 -1.6554
H -2.3037 -0.5270 -2.9365
H -4.0073 -0.1480 -3.1871
H -4.5192 1.1614 0.0646
H -5.3447 2.0554 -1.2103
H -4.2550 2.9051 -0.1015
H -2.3239 2.7730 -3.9406
H -3.2377 3.8557 -2.8883
H -4.0841 2.6049 -3.7976
```

[4]
DFT (ωB97M-V/def2-TZVPD) results for a gas-phase ion, C11H14NO3 (charge -1) at a distorted geometry.

Total charge   -1
Highest occupied orbital energy (alpha / beta)   -5.1 / -1.7 eV
HOMO-LUMO gap (alpha / beta)   8.2766 / 3.0077 eV
2S+1   1
Calculated total energy   -19261.0875 eV

The geometry in XYZ format:
```
29
C11H14NO3 | the OMol25 dataset | ωB97M-V/def2-TZVPD
C -1.3883 2.6269 -1.4501
C -0.8146 1.7442 -0.8617
C -0.5983 -2.4969 -0.0624
C -2.9666 0.1875 0.2719
C -0.2496 -2.0114 -1.2498
C -1.2597 -1.4299 0.9607
C -0.3954 0.5745 -0.0728
C 1.3959 1.4797 1.3280
C 1.6215 0.9774 -1.1513
C 1.7509 -0.8226 0.5547
C 1.0702 0.5243 0.1849
N -1.3486 -0.1455 0.4133
O -3.5259 0.8951 1.0992
O -0.2837 -3.6009 0.4817
O -3.3018 -0.2731 -0.7436
H -1.7727 3.3794 -2.0410
H 0.1367 -2.7782 -1.8768
H -0.5966 -1.0159 -1.5490
H -2.2677 -1.6260 1.2099
H -0.5778 -1.4657 1.8492
H 2.4812 1.4234 1.6755
H 0.9219 1.2924 2.3841
H 1.1178 2.4656 1.1964
H 1.0201 0.5380 -1.8450
H 1.5992 2.0413 -1.3149
H 2.6407 0.6235 -1.2497
H 2.8507 -0.7329 0.4339
H 1.3013 -1.3787 -0.1602
H 1.4395 -0.9956 1.5850
```

[5]
DFT (ωB97M-V/def2-TZVPD) results for 2 unconnected molecules or ions with the total composition C5H16N2O at a distorted geometry.

Total charge   +2
Highest occupied orbital energy   -18.3 eV
HOMO-LUMO gap   11.7224 eV
2S+1   1
Calculated total energy   -10455.9214 eV

The geometry in XYZ format:
```
24
C5H16N2O | the OMol25 dataset | ωB97M-V/def2-TZVPD
C 2.4565 -2.0392 1.4067
C 1.2205 -1.8097 0.5705
C 1.3484 -0.6450 -0.4265
C 0.0677 0.1219 -0.6795
C -0.2831 1.1956 0.0043
N -1.5686 1.8780 -0.1470
N 0.8662 -3.1179 -0.1496
H 2.8350 -1.0784 1.7176
H 2.3057 -2.6183 2.3218
H 3.2907 -2.5615 0.9272
H 0.3581 -1.6273 1.2138
H 1.6310 -1.0156 -1.3755
H 2.1127 0.0296 -0.0474
H -0.5334 -0.1689 -1.5196
H 0.3137 1.6160 0.8006
H -1.9409 1.8039 -1.0821
H -1.7120 2.8960 0.0306
H -2.2831 1.4633 0.4617
H -0.1335 -3.1369 -0.3189
H 1.0977 -3.9063 0.4610
H 1.4408 -3.2509 -0.9840
H -3.2009 4.5149 -1.2056
H -3.9181 4.1496 0.0935
O -3.2897 3.8078 -0.5603
```

[6]
DFT (ωB97M-V/def2-TZVPD) results for a molecular structure, C39H44N5O6 at a distorted geometry.

Total charge   +1
Highest occupied orbital energy   -10.6 eV
HOMO-LUMO gap   8.4091 eV
2S+1   1
Calculated total energy   -60873.4469 eV

The geometry in XYZ format:
```
94
C39H44N5O6 | the OMol25 dataset | ωB97M-V/def2-TZVPD
C 1.1546 -2.2795 -1.2123
C -0.2364 -2.1215 -0.7383
N -0.5364 -0.7305 -0.5203
C -0.4654 0.2865 -1.3733
C -0.5814 1.4565 -0.7333
N -0.6404 1.1835 0.6217
C -0.5984 -0.1345 0.6997
C -0.6574 2.1665 1.7277
H 1.9266 -1.9055 -0.5533
H 1.3536 -1.7455 -2.0453
H 1.5916 -3.3585 -1.2633
H -0.2934 -2.7995 -0.0033
H -0.8814 -2.5335 -1.5663
H -0.2244 0.2015 -2.5133
H -0.5364 2.5575 -1.1543
H -0.6774 -0.8115 1.5207
H 0.2866 2.3895 2.2207
H -1.2324 1.7885 2.6377
H -0.9864 3.0335 1.2657
N 3.4916 -1.5415 -3.6963
C 3.9986 -2.6835 -3.1753
C 3.8896 -4.0295 -3.7013
C 3.0196 -4.0755 -4.8873
C 2.4296 -2.8655 -5.3683
C 2.7136 -1.6325 -4.7713
H 4.4286 -2.4935 -2.3353
H 4.3586 -4.7985 -3.3973
H 2.8086 -5.1535 -5.1873
H 1.5246 -2.8405 -5.9423
H 2.2616 -0.8435 -5.2273
N 1.4216 4.1425 -2.4173
C 0.6766 4.3865 -3.4343
C 0.5236 3.4325 -4.4823
C 1.2226 2.2945 -4.5393
C 2.0726 1.9495 -3.4823
C 2.0196 2.9965 -2.4533
H 0.0626 5.3415 -3.4273
H -0.2774 3.8075 -5.2143
H 0.9986 1.7175 -5.5093
H 2.4786 0.9185 -3.3363
H 2.7566 2.9345 -1.4773
N 2.9906 1.1975 1.1617
C 2.7766 0.6915 2.4007
C 3.4536 -0.5465 2.9317
C 4.3666 -1.1985 1.9777
C 4.6026 -0.5725 0.8007
C 3.8946 0.5315 0.4527
H 2.1996 1.1465 3.1227
H 3.3136 -0.8735 3.8987
H 4.9156 -2.1395 2.3467
H 5.3826 -0.8615 0.1717
H 3.7376 0.9595 -0.5533
C 2.0506 6.0065 2.4717
C 0.6126 5.6945 2.6357
C 0.3146 5.0725 3.7877
C 1.3736 4.7915 4.7517
C 2.6816 5.1545 4.5577
C 3.0916 5.8395 3.3677
O 4.3596 6.2725 3.0777
O -1.0564 4.8815 4.1277
H 2.2636 6.3765 1.4567
H 0.0976 5.7705 1.7817
H 1.0836 4.2575 5.5717
H 3.3656 4.7195 5.3097
H 4.2616 7.1025 3.0717
H -1.4284 4.9425 5.0487
C -2.6354 -5.1995 3.2637
C -3.4484 -6.5035 3.4427
C -4.7074 -6.4755 2.7837
C -5.1444 -5.4075 2.0847
C -4.4004 -4.2025 1.8427
C -3.1284 -4.1865 2.4937
O -2.3894 -3.0135 2.2707
O -5.6494 -7.4755 3.0227
H -1.8294 -5.0785 3.8917
H -3.0744 -7.4275 3.9697
H -6.1154 -5.3485 1.6707
H -4.8154 -3.3525 1.3257
H -2.7514 -2.3215 2.8297
H -6.4444 -7.0715 2.7027
C -4.4454 1.1155 -0.3383
C -3.8634 1.4375 -1.8543
C -3.4644 0.2235 -2.5223
C -3.5574 -1.0185 -1.9103
C -3.9234 -1.1605 -0.6133
C -4.3684 -0.1145 0.1717
O -4.6284 -0.2615 1.4817
O -3.3054 0.3325 -3.9023
H -4.7164 1.9905 0.4067
H -3.8974 2.5535 -2.2543
H -3.1724 -1.9755 -2.5973
H -3.9054 -2.4515 -0.2553
H -3.8694 0.0155 1.8507
H -3.6974 -0.4435 -4.5423
```

The following energy relative to the best compared isomer or geometry (same formula, charge and spin) values (in kcal/mol) correspond, in order, to the records above: 82.9 35.8 12.3 115.3 4.8 42.2.